No. 1
Molecular formula: C34H50ClF3N8NbO5
Method: DFT, wB97M-V/def2-TZVPD

The geometry in XYZ format:
```
102
Properties=species:S:1:pos:R:3:forces:R:3:lowdin_charge:R:1
Nb 1.5664 -1.5305 0.3450 2.4806 -2.3998 -0.1685 1.550
Cl 3.5742 -1.9674 1.7525 -0.5133 0.1579 -0.3624 -0.076
F 0.5121 1.1787 1.6239 0.1797 0.3961 0.0688 -0.031
F -0.7196 -0.4820 2.1525 -0.2577 -0.1339 0.5808 0.008
F 1.1644 -0.1348 3.2079 -0.0486 0.0168 0.4839 0.002
O -2.0878 0.9158 5.1459 0.4293 -0.1211 -0.5034 -0.005
O -0.2886 -2.7426 -3.6661 -0.3103 0.1372 0.2022 0.079
O -0.8720 2.5439 6.1015 0.2646 -0.0399 0.1247 0.116
O 3.3983 0.3394 -1.4196 -0.0045 -0.7141 0.3220 -0.278
O 4.6201 1.0404 -1.1462 0.3053 0.6140 -0.3035 -0.082
N 1.9178 -0.5424 6.1353 0.1574 -0.0561 0.2769 0.175
N -2.9264 -4.6530 6.2223 -0.0550 -0.0265 0.1411 0.159
N -1.3486 3.7473 0.0469 -0.0490 0.1006 0.0241 0.177
N 1.1622 -0.9898 -3.2979 -0.3320 -0.0378 -0.1359 0.102
N -4.9978 2.3579 -3.1483 -0.2001 0.1039 0.0293 0.125
N -7.1228 2.9794 -0.2564 -0.1985 0.0562 0.1417 0.153
N 7.3523 1.8837 -6.8227 0.0899 0.0838 0.0246 0.137
N 2.3425 0.9587 -5.4503 0.2289 0.0366 -0.2142 0.171
C 0.4652 4.3710 -1.7138 0.1195 0.0667 0.0291 -0.048
C 2.8005 0.1428 5.8808 0.0038 -0.0482 -0.1056 -0.247
C 2.5074 -2.7947 -1.2503 -0.9290 0.1113 -0.6815 -0.380
C -0.2940 0.8612 -2.6651 0.1605 0.0936 0.4975 -0.026
C -0.6086 -2.4912 4.8971 -0.5934 -0.1496 0.1464 -0.199
C 0.3707 -3.2084 1.2401 -0.5690 0.9178 0.9776 -0.344
C -0.5438 4.0308 -0.7200 0.1201 0.0770 0.0399 -0.261
C -4.6698 2.2522 -2.0524 0.1207 -0.0838 0.0073 -0.299
C -0.5096 0.0121 -4.8514 0.0404 -0.4582 -0.2299 -0.060
C 3.9212 0.9991 5.5237 0.0005 0.0601 -0.0344 -0.059
C -0.8158 -3.2738 3.5784 0.6451 0.2992 0.4840 -0.206
C 1.5995 -3.3212 -2.3930 0.8877 0.5760 -0.1290 -0.215
C 0.4979 -3.4533 2.7718 -0.6104 -0.2590 0.0651 -0.294
C -1.8435 3.0930 4.0829 0.0434 -0.1263 -0.4213 -0.061
C 6.8997 1.1589 -7.5869 0.0259 -0.0498 -0.1186 -0.285
C -7.8193 3.1835 -1.1437 0.0188 0.0162 0.0002 -0.264
C -8.6996 3.4506 -2.2712 0.0129 0.0109 -0.0543 -0.068
C 2.5442 0.4534 -0.2646 -0.8249 0.8332 0.0402 -0.368
C -1.5485 2.1423 5.1912 -0.3692 -1.2361 -0.7832 -0.523
C -1.8756 1.8796 -4.1650 0.2649 -0.2756 0.1094 -0.098
C -1.7267 -1.4748 5.2295 0.2768 -0.3504 0.1776 -0.160
C 3.4450 0.8837 -5.1358 -0.0757 0.0131 0.0690 -0.245
C 6.3210 0.2338 -8.5526 -0.0316 -0.0023 0.0177 -0.062
C 0.1158 -0.0576 -3.6145 -0.5754 0.5272 0.0456 -0.278
C 0.5952 -0.1466 1.9802 -0.2295 0.0481 -1.2796 -0.647
C -3.3421 -5.2995 5.3715 0.0636 0.0227 -0.0418 -0.275
C -4.2119 2.1054 -0.6766 0.0970 -0.0889 -0.0141 -0.090
C -1.1984 -0.1270 5.6829 -0.9909 0.3301 0.0918 -0.152
C -0.8856 3.5711 3.2382 -0.3553 0.1736 0.2848 0.010
C 0.7340 -2.3412 -3.1615 -0.2564 -0.3820 -0.1630 -0.476
C -1.4962 0.9415 -5.1168 -0.3261 0.4016 -0.1519 -0.081
C 4.8407 0.7863 -4.7370 0.0221 -0.0222 0.0308 -0.054
C -3.8470 -6.1152 4.2752 -0.0172 0.0237 -0.0261 -0.069
C -1.2645 1.8143 -2.9347 0.1356 -0.0018 0.1553 -0.120
H 3.8196 1.9638 6.0169 -0.0014 0.0157 -0.0090 0.081
H -1.5144 2.5225 -2.1599 -0.2336 -0.1246 0.0092 0.056
H 3.3853 -2.3447 -1.7119 0.1120 0.3278 0.1728 0.030
H 5.2444 0.1711 -8.4023 -0.0114 -0.0025 -0.0030 0.084
H 1.2605 -2.8543 3.2587 0.2053 0.1605 -0.1808 0.041
H 4.9569 1.1085 -3.7055 -0.0468 -0.0113 0.1499 0.069
H -9.1212 2.5170 -2.6373 0.0056 -0.0081 -0.0229 0.082
H -0.6212 4.6233 3.2683 -1.3558 0.5290 -1.4690 0.055
H 2.8764 -3.6799 -0.7250 0.0464 -0.0284 0.2602 0.022
H 3.1858 0.7260 0.5718 -0.0636 -0.0710 0.2935 0.028
H -2.0010 0.9595 -6.0708 0.1043 -0.1308 -0.2318 0.095
H 0.3525 5.4109 -2.0144 0.0008 0.0232 0.0108 0.082
H 4.8548 0.5335 5.8330 0.0134 -0.0036 -0.0084 0.079
H -3.4531 1.3256 -0.6196 0.0663 0.0506 -0.0586 0.084
H -0.2211 -0.6942 -5.6146 0.0068 -0.0727 -0.1181 0.108
H -0.6101 -3.2207 5.7033 0.2550 -0.0710 0.1825 0.086
H -3.6076 -5.6395 3.3259 0.0146 0.0094 -0.0062 0.082
H -0.6935 -3.1168 1.0238 -0.0920 0.0496 -0.1881 0.030
H -9.5064 4.1118 -1.9616 -0.0092 0.0028 0.0015 0.078
H -3.7810 3.0427 -0.3295 0.0411 -0.0443 0.0199 0.056
H -2.8809 3.3940 3.9657 0.1026 1.4328 1.3030 0.105
H -5.0494 1.8431 -0.0392 -0.0408 0.0096 0.0096 0.044
H 6.7574 -0.7544 -8.4234 -0.0022 -0.0138 -0.0047 0.083
H 2.2569 -3.7498 -3.1578 -0.0404 -0.2223 -0.1855 0.104
H -1.1706 -4.2564 3.8839 -0.3110 -0.1759 -0.3163 0.075
H -1.5845 -2.7865 2.9870 -0.0535 0.0499 -0.2141 0.086
H 0.1341 0.8628 -1.6766 0.2351 -0.1943 0.1026 0.068
H -3.3868 -7.1006 4.3064 0.0048 -0.0102 -0.0116 0.081
H 5.1752 -0.2471 -4.8209 -0.0065 -0.0135 0.0325 0.089
H 5.0981 0.4685 -0.5296 -0.1949 -0.3012 -0.0061 0.083
H 1.8591 -0.9052 -4.0314 0.4457 -0.1284 0.3584 0.100
H -1.2366 -0.0238 6.7612 0.3000 -0.0898 0.2062 0.120
H -4.9266 -6.2217 4.3603 -0.0110 -0.0073 -0.0157 0.078
H 0.9420 -4.1251 -2.0836 -0.1871 -0.0349 0.1251 0.098
H -8.1327 3.9223 -3.0713 0.0282 -0.0302 -0.0161 0.082
H 3.9353 1.1472 4.4453 -0.0231 -0.0193 -0.0176 0.082
H 0.3486 3.7287 -2.5857 0.0241 -0.0006 0.0295 0.069
H -0.2020 0.0776 5.3299 0.2061 0.0388 -0.1300 0.066
H 1.4587 4.2233 -1.2945 0.0224 -0.0217 0.0054 0.088
H 1.8721 1.3018 -0.4148 0.0232 0.1053 0.0021 0.023
H -0.3909 2.9600 2.4987 1.5292 -0.5788 1.2031 0.024
H 0.3572 -2.0040 4.9291 0.1344 0.1219 -0.1986 0.054
H 0.8003 -4.4905 2.9119 0.2888 -0.1046 0.0297 0.090
H 0.1275 -1.1461 -0.6472 0.1156 -0.0332 0.1066 -0.027
H -2.6264 2.6348 -4.3194 -0.2072 -0.0358 -0.3469 0.079
H -2.3859 -1.3712 4.3723 0.0078 0.3149 -0.1474 0.105
H 0.6941 -4.1249 0.7394 0.3569 0.1704 -0.4902 0.035
H -2.3262 -1.8786 6.0404 -0.2883 -0.1146 -0.0157 0.087
H 5.4528 1.4069 -5.3849 0.0217 0.0490 0.0463 0.036
H 6.5207 0.5839 -9.5630 -0.0107 -0.0039 -0.0152 0.081
```
Forces are in eV/Å.

Its net charge is -1. For the gap between HOMO and LUMO, the calculation gives 7.178 eV. The energy above the lowest of the compared OMol25 structures with the same formula, charge and spin is 13.46 kcal/mol.

***

No. 2
Molecular formula: C2H9NS
Method: DFT, wB97M-V/def2-TZVPD

The geometry in XYZ format:
```
13
Properties=species:S:1:pos:R:3:forces:R:3:nbo_charge:R:1
S 0.4427 0.8836 0.6570 -0.0769 -0.1245 0.0329 0.087
N -2.2602 0.0866 -0.9970 1.5426 -0.6968 0.7858 -1.116
C 1.2354 -0.3020 1.8540 1.9483 0.1466 -1.9435 -0.766
C 0.8657 0.2050 -1.0503 -0.3822 4.0385 0.5980 -0.722
H 2.3149 0.1262 1.8048 -1.7954 -0.5419 1.7335 0.232
H -1.7651 0.0399 -0.0617 -0.9318 -0.4225 -1.5707 0.384
H -2.9958 0.7259 -0.9091 -1.2327 1.0280 0.1225 0.358
H 1.2386 1.0568 -1.7158 0.2914 -1.0575 1.2761 0.220
H -2.6294 -0.7810 -1.3781 0.2845 0.0779 0.5991 0.364
H -0.1236 0.1364 -1.4332 -0.5627 -1.6970 -0.5881 0.268
H 0.5917 -0.4004 2.8082 1.6488 0.1429 -1.6309 0.255
H 1.5035 -1.2468 1.2718 -1.3231 0.6272 1.1253 0.219
H 1.5817 -0.5302 -0.8508 0.5893 -1.5209 -0.5401 0.216
```
Forces are in eV/Å.

For the gap between HOMO and LUMO, the calculation gives 9.263 eV. The energy above the lowest of the compared OMol25 structures with the same formula, charge and spin is 32.34 kcal/mol. As for the SMILES: CSC.N.

***

No. 3
Molecular formula: CH4N2O2S
Method: DFT, wB97M-V/def2-TZVPD

The geometry in XYZ format:
```
10
Properties=species:S:1:pos:R:3:forces:R:3:nbo_charge:R:1
S 2.3359 0.0770 -0.4112 0.9630 0.6965 1.5872 1.679
O 2.1922 0.9795 0.7291 0.0023 -0.7224 -1.1025 -0.911
O 2.2017 0.6560 -1.7194 -0.4434 0.0560 -0.1402 -0.898
N -1.8199 0.1420 0.2818 3.5954 -1.8746 -1.7060 -0.774
N 0.2699 -0.9643 -0.2126 0.7686 -0.1814 -1.2388 -0.763
C -0.5637 -0.3322 0.4871 -0.7296 0.2282 2.1489 0.349
H -2.2988 0.3623 1.0402 -2.4609 1.4315 3.9346 0.382
H -2.1926 0.4022 -0.5570 -0.9010 0.3497 -2.6648 0.391
H 0.1621 -1.1615 -1.2107 -0.7890 0.2707 0.3957 0.375
H -0.2867 -0.1609 1.5727 -0.0054 -0.2542 -1.2140 0.171
```
Forces are in eV/Å.

For the gap between HOMO and LUMO, the calculation gives 10.041 eV. The energy above the lowest of the compared OMol25 structures with the same formula, charge and spin is 14.24 kcal/mol.

***

No. 4
Molecular formula: C41H62ClGeN4O2P3Ti
Method: DFT, wB97M-V/def2-TZVPD

The geometry in XYZ format:
```
115
Properties=species:S:1:pos:R:3:forces:R:3:mulliken_spin:R:1
Ge -0.0813 -0.2207 0.9300 -0.8307 -0.8793 2.1599 -0.050
Ti -0.2075 -0.3884 -1.5410 2.2276 -1.9185 -1.9857 0.031
Cl 2.4269 -4.8948 -2.1379 -1.5632 0.9712 0.4974 0.001
P 2.7541 -0.3234 -0.9878 0.9414 -0.5557 0.7688 0.037
P -2.5656 -0.9871 -1.3773 -2.9169 -0.3749 0.7555 0.014
P -0.4614 2.1659 -1.1082 0.7416 1.5789 1.1666 -0.013
O 0.2159 -2.3022 -2.2299 -0.7576 1.3582 0.8273 -0.006
O -0.2299 -3.2132 -0.2144 -0.0440 -0.0766 -2.4870 0.006
N 0.0690 -0.5020 3.3280 0.4378 0.4709 -2.0147 0.035
N -1.9076 -0.6674 1.3788 0.8178 -0.2442 -0.2310 0.006
N 1.4871 -1.4599 1.2710 -0.0561 -0.9188 0.4979 0.350
N 0.3318 1.4975 1.4747 -0.2218 0.6904 -1.2898 -0.001
C -2.2768 -0.4391 2.7065 -1.3064 0.4263 1.6753 0.005
C 0.0736 2.7710 -3.8581 -0.8301 -0.8151 1.0069 0.000
C 0.0666 -3.3473 -1.4250 1.3178 0.7110 2.3452 0.000
C 0.5380 -1.8408 3.3868 -0.3551 -1.3029 1.6818 0.214
C 3.6514 -0.0521 -3.6936 -1.5330 -0.5862 -0.4239 0.000
C 2.7264 1.5721 4.9348 1.3685 -0.7940 0.6507 -0.005
C 3.3915 -1.1392 -2.5700 0.3805 1.4247 0.0395 -0.002
C 0.9340 -3.9459 4.5906 -1.3628 0.6793 0.0917 0.197
C -1.2971 -0.1883 3.6828 0.3017 0.1778 0.4427 0.002
C 1.7395 -4.3867 3.5456 1.3689 0.0451 -0.5858 0.015
C 0.6142 2.9008 -2.4021 0.9949 -0.3306 -1.2419 -0.002
C 1.9509 2.7031 2.9562 -0.0057 -0.6910 -0.8133 -0.002
C 4.3115 2.1305 -0.2835 1.2114 -0.0170 -0.1184 -0.001
C 2.5924 -1.7239 0.3687 0.0943 0.2607 -2.4259 -0.054
C -3.4288 0.5249 -3.6796 -0.5106 0.6867 0.2797 0.001
C 4.4598 0.6176 -0.4644 -0.1245 -0.0516 1.3073 -0.003
C 1.0403 0.5509 3.5734 -0.0965 0.9462 -1.3158 0.046
C -2.9870 -1.0407 0.4699 -0.0452 -0.2458 -0.4632 -0.002
C -3.6470 -0.3474 3.1877 2.0082 -0.1098 -0.7431 -0.004
C -5.0555 0.3935 -1.6605 -0.6288 0.7157 -0.4419 0.000
C -3.3249 -2.6016 -1.9561 1.6260 -1.4314 0.6085 0.000
C 0.3043 -2.6896 4.4899 0.1213 0.5452 0.0871 -0.070
C -4.7975 -2.8705 -1.7382 -0.3023 1.2151 -0.6834 0.000
C 0.5216 -4.6593 -2.0138 2.0719 0.1118 -1.0976 -0.001
C -2.6312 3.0252 0.4751 -0.9807 0.3459 0.7852 -0.003
C -3.6239 0.4158 -2.1573 1.4986 -0.6404 0.2159 0.000
C 2.8471 2.6153 4.0417 -1.6292 -0.6278 -0.5322 0.003
C 1.9035 0.4995 4.6381 -0.9374 -0.3731 0.1362 0.004
C 5.1811 0.0842 0.8375 -0.5113 -1.0464 0.0506 0.003
C -2.9876 -2.9077 -3.3962 0.5349 0.1991 -1.0244 0.000
C 1.3573 -2.3270 2.3087 -0.1951 0.8177 0.0620 0.133
C -1.7375 3.5064 -0.6821 -0.2199 0.0344 -0.0132 0.001
C 1.0591 1.6504 2.6310 1.4768 -0.8878 2.7216 0.012
C -3.8960 0.1963 4.4380 -0.6554 -0.0153 -0.1310 0.007
C 0.9629 4.3259 -2.0181 -0.2881 1.0624 0.8669 0.000
C -2.8664 0.6252 5.2839 -0.5045 0.9010 0.7954 0.002
C 4.6740 -1.9339 -2.3002 0.2844 0.1398 -0.8466 0.002
C -2.5569 3.9918 -1.8624 -0.7603 -0.1892 -0.3827 0.000
C -1.5491 0.4275 4.9266 -0.7277 -0.8375 -1.0029 -0.002
C 0.6476 2.4643 0.4078 -0.4306 -1.3637 -0.1304 -0.002
C 1.9878 -3.6118 2.4334 -0.4779 0.3567 -0.0997 0.080
H -4.4186 -0.7514 2.5508 -0.3368 0.3174 0.1372 -0.001
H -4.9520 0.3347 4.7304 0.7470 -0.1883 -0.0304 0.000
H -2.7303 3.7735 1.2972 -0.1181 -0.0895 -0.9560 0.000
H -1.0113 2.5395 -3.8478 0.4467 0.3573 -0.2475 0.000
H 3.5520 -1.6868 0.9043 -0.4749 -0.3927 -0.0267 -0.003
H -2.0043 4.2201 -2.7810 0.0794 0.2731 0.4475 0.000
H 3.6438 3.3057 4.1107 0.4002 0.9339 0.3673 0.000
H 0.7063 -4.5991 5.4472 0.3726 0.4838 -0.3975 -0.001
H -5.2082 -0.3208 -0.8620 -0.2270 0.2323 0.2853 0.000
H -2.9443 -3.9801 -3.6229 -0.2034 0.1884 0.2884 0.000
H 3.7563 -0.5949 -4.6591 0.3250 0.2404 0.6628 0.000
H 5.6148 -1.3559 -2.4053 -0.6861 -0.0571 0.1529 0.000
H -2.8013 -3.3487 -1.3262 0.1636 0.4523 -0.0870 0.000
H 3.6710 2.5625 -1.0206 -0.2514 0.5276 -0.7453 0.000
H -2.2077 2.2117 1.0359 0.3406 -0.7477 0.0749 0.003
H -3.1578 4.8708 -1.5447 0.3730 -0.5085 -0.3086 0.000
H 2.7519 0.6034 -3.9124 0.8998 -0.4738 0.5882 0.000
H 4.5387 0.5628 -3.5242 -0.2040 -0.1113 0.0698 0.000
H -3.1507 1.2927 -1.6844 -0.0041 -0.2910 -0.2245 -0.001
H 1.8952 4.6542 -2.5114 -0.6866 0.0119 -0.1222 0.000
H -3.2504 3.1910 -2.1525 -0.1380 0.3467 0.0285 0.000
H 5.3288 2.5990 -0.3275 -0.8464 -0.3539 -0.2596 0.000
H 2.0264 3.5472 2.2754 0.1416 -0.0961 0.1491 0.000
H 2.3169 -5.2951 3.6721 -0.3442 -0.2044 -0.1930 0.005
H 4.6639 -2.3938 -1.3243 0.0960 -0.4555 0.1808 -0.001
H -5.0491 -3.8842 -2.0471 0.2322 -0.0816 0.1401 0.000
H -5.1762 1.4345 -1.3326 -0.7801 -0.4581 0.3456 0.000
H -2.3952 0.4450 -3.9972 0.3042 -0.4733 -0.1316 0.000
H -3.8382 -0.3470 0.5506 0.3079 0.0310 0.2204 0.001
H 3.9351 2.4308 0.6840 -0.2982 -0.3047 0.4297 0.001
H 2.5975 -1.8036 -2.8963 -0.0898 -0.1593 -0.0523 -0.001
H 2.4673 -2.6965 -0.2296 0.2092 1.1644 0.9533 0.012
H -0.7313 0.7249 5.5599 0.1344 -0.0248 0.1265 0.000
H -2.0360 -2.4930 -3.7370 0.1523 -0.0475 0.1558 0.000
H -3.4143 -2.0588 0.6928 0.6250 0.7399 -0.2480 -0.001
H 1.6876 2.3741 0.0639 -0.0909 0.0299 0.1099 0.005
H -3.6944 1.5416 -3.9899 -0.1995 -0.0348 0.1295 0.000
H 1.2104 4.3263 -0.9362 -0.1135 0.4710 -0.6329 0.000
H 0.5557 1.9169 -4.3341 0.0643 0.1511 -0.3133 0.000
H 4.5471 0.2035 1.7770 0.6981 -0.0436 -1.1858 -0.001
H 0.3130 -4.6896 -3.0686 -0.5681 -0.2312 -0.2077 0.000
H 0.2482 3.6826 -4.4134 0.0316 0.0427 -0.2216 0.000
H -3.1233 1.1735 6.2215 0.2778 -0.7008 -0.8585 0.000
H 0.0982 5.0500 -2.1882 1.3386 -0.8642 0.0677 0.000
H 5.4533 -1.0136 0.7293 -0.1877 1.2956 0.2098 0.000
H 5.1276 0.3776 -1.3082 -0.5695 0.2128 0.1809 0.000
H 6.1399 0.6452 0.9969 -0.9239 -0.4013 -0.2875 0.000
H -3.6724 2.7115 0.1758 1.0873 0.4321 0.0529 0.000
H 4.7233 -2.6864 -3.0937 0.1255 -0.1905 0.3563 0.000
H 1.8680 -0.4246 5.2157 0.1800 0.4279 0.3032 0.004
H -5.1350 -2.6937 -0.7293 -0.2520 -0.0019 0.2761 0.000
H -3.7292 -2.4660 -4.0532 -0.2286 -0.0409 -0.1614 0.000
H 1.5891 2.3397 -2.4163 -0.8140 0.2111 0.4623 -0.001
H -5.8460 0.1890 -2.4120 0.7566 0.0609 0.1570 0.000
H 0.4941 3.4630 0.7930 -0.2098 0.2508 -0.0904 -0.002
H 2.5760 -3.9810 1.5977 0.0396 -0.0083 0.3243 -0.007
H -4.0972 -0.1265 -4.2460 0.3607 -0.2009 0.1108 0.000
H -0.2754 -2.3295 5.3552 0.1443 -0.1135 -0.6657 0.004
H -1.1361 4.3721 -0.3324 0.0385 -0.7895 -0.1745 0.000
H -5.2958 -2.2033 -2.4494 -0.5387 -0.1586 0.3792 0.000
H 0.3093 -5.5483 -1.4829 -0.8896 -0.5007 0.5843 0.000
H 3.3714 1.4578 5.8230 -0.2356 0.3658 -0.6775 0.000
```
Forces are in eV/Å.

Its net charge is +3. Its spin multiplicity is 2. For the gap between HOMO and LUMO (spin up / spin down), the calculation gives 5.002 / 4.698 eV. The energy above the lowest of the compared OMol25 structures with the same formula, charge and spin is 22.64 kcal/mol. The expectation value of S² is 0.78.